A structure of composition C35H36LaN13O8, computed with the ωB97M-V functional and the def2-TZVPD basis.

```
93
Properties=species:S:1:pos:R:3:forces:R:3:mulliken_charge:R:1
La -1.781848 0.681645 -0.610231 -0.4 0.2 -0.6 2.890
O -3.269936 1.566680 5.805448 0.0 0.0 0.0 -0.558
C -2.953951 1.419130 4.497098 0.0 0.0 0.1 0.839
C -2.647074 2.506428 3.683025 0.2 0.0 -0.1 -0.632
C -2.340813 2.259917 2.356646 -0.2 0.1 0.2 -0.311
N -2.346032 1.026220 1.862741 0.0 0.0 -0.2 0.678
C -2.658383 -0.017333 2.629636 -0.2 -0.1 0.3 0.341
C -2.970865 0.130520 3.968446 0.2 0.0 -0.2 -1.010
C -2.770175 -1.362749 1.894102 0.1 0.0 0.2 0.078
O -2.807850 -2.388247 2.553003 0.0 0.0 0.0 -0.739
O -2.838915 -1.239761 0.619698 0.0 0.1 -0.1 -0.524
C -2.086028 3.392813 1.347085 0.1 0.0 0.2 -0.034
O -1.838263 4.504571 1.789072 0.0 0.0 0.0 -0.786
O -2.177852 3.023911 0.126057 -0.1 0.0 0.0 -0.463
H -3.230780 2.500321 6.046100 0.0 -0.1 0.0 0.312
H -2.642265 3.528129 4.041081 0.0 0.0 0.0 0.507
H -3.220855 -0.734502 4.564109 0.0 0.0 0.0 0.646
N -2.694826 2.311387 -2.653571 0.2 -0.1 0.1 -0.538
C -3.898367 1.854068 -3.340097 -0.1 0.1 -0.1 -0.732
C -3.841277 0.355510 -3.628733 -0.1 -0.1 -0.1 -0.628
N -3.581555 -0.474622 -2.450513 0.3 0.2 0.1 -0.130
C -4.771775 -0.975187 -1.759874 0.0 -0.1 0.0 -0.879
C -5.533145 0.129920 -1.040214 -0.1 0.0 0.0 -0.832
N -4.638959 0.925042 -0.194668 0.2 -0.1 0.0 -0.288
H -2.827414 3.178793 -2.143892 -0.1 0.0 0.0 0.207
H -1.911004 2.430416 -3.285537 0.0 0.0 0.0 0.181
H -4.070357 2.377740 -4.289382 0.0 0.0 0.0 0.422
H -4.747964 2.090040 -2.702943 0.0 0.0 0.0 0.303
H -3.048321 0.168796 -4.356727 0.0 0.0 0.0 0.165
H -4.778572 0.056565 -4.119869 0.0 0.0 0.0 0.379
H -2.978540 -1.254761 -2.690316 -0.1 0.0 0.0 0.263
H -4.432515 -1.711576 -1.031543 0.0 0.0 0.0 0.332
H -5.460077 -1.468984 -2.461297 0.0 0.0 0.0 0.469
H -6.348940 -0.333809 -0.474291 0.0 0.0 0.0 0.478
H -6.010385 0.794303 -1.762556 0.0 0.0 0.0 0.303
H -4.466145 0.432915 0.675331 0.0 0.0 0.0 0.118
H -5.031381 1.827570 0.043281 0.0 0.0 -0.1 0.223
C 3.435174 0.127802 -4.093050 0.1 0.1 0.0 -1.464
N 2.024506 0.456898 -3.982020 -0.1 0.1 0.0 0.878
C 1.374530 1.059156 -2.979774 0.0 -0.3 0.0 -0.316
N 0.072110 0.912168 -3.135811 0.0 0.4 0.2 -0.123
C -0.014103 0.199532 -4.287636 -0.1 0.0 0.1 -0.405
N 1.138567 -0.103842 -4.827516 0.1 -0.1 -0.1 -1.044
C 3.695749 -1.217551 -3.466111 0.1 -0.1 0.0 0.861
C 3.867892 -2.358777 -4.235420 0.0 0.0 0.0 -0.666
C 4.039382 -3.595215 -3.624191 0.0 0.0 0.0 -0.798
C 4.041181 -3.701541 -2.244641 0.0 0.0 0.0 -0.889
C 3.872668 -2.556484 -1.469588 0.0 -0.1 0.1 -0.255
C 3.700676 -1.323614 -2.082528 0.0 0.0 -0.1 0.516
C 3.902528 -2.630749 -0.009803 0.0 0.2 -0.1 0.609
N 4.108735 -3.633009 0.766668 0.1 0.1 0.2 -0.509
N 4.076828 -3.126326 2.074497 0.0 -0.1 -0.3 -0.526
C 3.849030 -1.864902 1.964178 0.0 0.1 0.0 0.605
O 3.715547 -1.472668 0.670129 0.1 -0.2 0.0 -0.146
C 3.699708 -0.830263 2.981916 0.1 -0.1 0.1 -0.073
C 3.866752 -1.123913 4.328603 0.0 0.0 0.0 -0.980
C 3.640717 -0.128937 5.264966 0.0 0.1 0.0 -0.728
C 3.220233 1.131461 4.860613 0.0 0.0 0.0 -1.013
C 3.052416 1.423072 3.510897 0.0 0.0 0.1 0.885
C 2.516657 2.775345 3.093839 -0.1 0.1 0.0 -1.101
N 1.814149 2.718842 1.820521 0.0 -0.1 0.0 1.213
C 0.909366 1.822034 1.426125 -0.1 -0.1 -0.1 -0.981
N 0.516403 2.098601 0.191234 0.0 -0.1 0.1 0.819
C 1.227457 3.213201 -0.113549 0.0 0.1 0.0 -0.844
N 2.045003 3.608404 0.832996 0.0 0.2 0.1 -1.303
C 3.323414 0.440849 2.576664 0.0 0.1 0.0 -0.017
H 3.999041 0.917187 -3.593495 0.0 0.0 0.0 0.373
H 3.690472 0.140515 -5.151074 0.0 0.0 0.0 0.452
H 1.867662 1.540638 -2.152124 0.0 0.1 0.0 0.437
H -0.947576 -0.117006 -4.718256 0.0 0.0 -0.1 0.410
H 3.851787 -2.288504 -5.315594 0.0 0.0 0.0 0.427
H 4.169146 -4.481834 -4.229411 0.0 0.0 0.0 0.413
H 4.177337 -4.659038 -1.761771 0.0 0.0 0.0 0.540
H 3.568586 -0.438515 -1.473265 0.0 0.0 0.0 0.397
H 4.146636 -2.122791 4.631789 0.0 0.0 0.0 0.544
H 3.755318 -0.343449 6.318489 0.0 0.0 0.0 0.405
H 2.996563 1.887636 5.603462 0.0 0.0 0.0 0.468
H 3.296669 3.526070 2.966037 0.0 -0.1 0.0 0.358
H 1.826303 3.141160 3.856556 0.0 0.0 0.0 0.417
H 0.609706 0.964494 2.014834 0.0 0.0 0.0 0.407
H 1.133610 3.750172 -1.042373 0.0 0.0 0.0 0.536
H 3.176682 0.638370 1.525391 0.0 0.0 0.0 0.885
O -0.779247 -1.486156 -1.803062 -0.1 -0.1 0.0 -0.669
C -0.204089 -1.832638 -0.753817 0.1 0.1 0.1 0.104
C 0.302429 -3.221945 -0.442660 0.0 -0.1 -0.2 -0.478
C 0.642823 -3.127335 1.035682 0.0 0.0 0.1 -0.844
C 0.532516 -1.639769 1.328285 0.0 0.2 0.1 -0.202
O 0.839509 -1.116009 2.385225 -0.1 0.0 0.0 -0.753
N 0.020156 -0.958270 0.247803 0.2 -0.4 -0.1 0.929
H 1.175954 -3.412785 -1.072821 0.0 0.0 0.0 -0.006
H -0.453115 -3.962354 -0.698555 0.0 0.0 0.0 0.462
H 1.626602 -3.505284 1.315831 -0.1 0.0 0.0 0.377
H -0.101349 -3.623955 1.660981 0.0 0.0 0.0 0.355
```
Positions in Å, forces in eV/Å.

The HOMO-LUMO gap comes out at 8.8 eV. The total charge is 0. The energy relative to the best compared isomer or geometry (same formula, charge and spin) comes out at 0.000 eV. The calculation puts the energy at -2701.0430 a.u. As for the spin multiplicity: 1. The value obtained for the strongest force on any atom is 0.015 hartree/bohr. For the LUMO energy, the calculation gives 0.0003 Ha. For the HOMO energy, the calculation gives -8.81 eV.